Below is C37H39CdFN7O5S2 as an isolated structure at a distorted geometry, with properties calculated with wB97M-V/def2-TZVPD.

Summary:
Max |F|, eV/A: 1.10
Energy relative to the best compared isomer or geometry (same formula, charge and spin), kcal per mole: 18.0
Spin multiplicity: 1
Molar mass, g mol⁻¹: 857.31
HOMO-LUMO gap, eV: 5.7741
Total charge: +1

CARTESIAN COORDINATES (ANGSTROEM)
1 Cd 0.36566 -0.00740 -0.35856
2 F 6.24680 3.11733 0.29038
3 C 6.06437 1.78960 0.09978
4 C 4.80955 1.26521 0.25548
5 C 4.59144 -0.10426 0.10858
6 C 3.23141 -0.65477 0.23959
7 O 2.31935 0.03150 0.74260
8 C 3.10883 -2.01767 -0.21014
9 C 4.22606 -2.75971 -0.40934
10 N 5.49434 -2.29075 -0.31020
11 C 6.59516 -3.22395 -0.31727
12 C 6.52732 -4.37992 0.63336
13 C 7.49288 -3.26455 0.88538
14 C 5.68969 -0.93362 -0.17892
15 C 6.95420 -0.36856 -0.36496
16 C 7.16397 0.99337 -0.23871
17 N 8.46000 1.50352 -0.51064
18 C 9.58992 0.99059 0.24592
19 C 10.77367 0.82942 -0.73012
20 N 10.52111 1.73906 -1.89053
21 C 10.06496 3.07761 -1.41153
22 C 8.63911 2.90969 -0.84981
23 C 1.78596 -2.75321 -0.49241
24 O 1.85503 -3.96516 -0.62101
25 O 0.73802 -2.03737 -0.61127
26 H 3.97303 1.90742 0.49506
27 H 4.10487 -3.80711 -0.65481
28 H 7.02954 -3.39478 -1.29612
29 H 6.90319 -5.33608 0.30038
30 H 5.65704 -4.44626 1.27136
31 H 8.54916 -3.44632 0.73967
32 H 7.27075 -2.58324 1.69609
33 H 7.78008 -1.00852 -0.64469
34 H 9.34022 0.03290 0.69257
35 H 9.86030 1.67676 1.05897
36 H 10.85273 -0.18902 -1.10601
37 H 11.71604 1.10354 -0.25972
38 H 9.74446 1.33743 -2.42318
39 H 11.34185 1.80700 -2.49012
40 H 10.08291 3.78949 -2.23331
41 H 10.76480 3.41605 -0.64977
42 H 7.89724 3.17615 -1.60180
43 H 8.51262 3.58572 0.00011
44 C 4.46005 5.17959 2.81472
45 C 3.53412 4.55123 1.80996
46 C 3.61709 4.88808 0.46081
47 C 2.77303 4.30393 -0.46778
48 C 1.82509 3.38349 -0.04750
49 C 1.69689 3.06292 1.29564
50 C 2.55860 3.64387 2.21458
51 S 0.81860 2.58523 -1.28170
52 O 1.61664 1.44074 -1.76006
53 O 0.48321 3.56379 -2.27882
54 N -0.39961 1.98450 -0.44534
55 C -1.71657 2.04467 -0.93002
56 C -2.33779 3.19840 -1.35363
57 C -3.68992 3.19072 -1.74077
58 C -4.43313 2.04694 -1.68946
59 C -3.83055 0.83106 -1.30266
60 C -4.51354 -0.40183 -1.27554
61 C -3.83468 -1.55109 -0.97950
62 C -2.46481 -1.47935 -0.69111
63 N -1.81163 -0.33922 -0.65989
64 C -2.46037 0.81781 -0.95322
65 H 4.03872 6.12186 3.17134
66 H 5.43137 5.39538 2.37066
67 H 4.60187 4.52994 3.67735
68 H 4.35866 5.60873 0.13893
69 H 2.82344 4.55559 -1.51988
70 H 0.92844 2.37134 1.61238
71 H 2.47530 3.38979 3.26475
72 H -1.75379 4.10656 -1.42296
73 H -4.13964 4.11481 -2.07977
74 H -5.47727 2.04817 -1.97454
75 H -5.57319 -0.42457 -1.49806
76 H -4.33075 -2.51098 -0.97141
77 H -1.88384 -2.37107 -0.48794
78 C -1.70411 2.01495 4.84886
79 N -1.56462 2.96384 3.77574
80 C -0.98072 4.27403 4.01469
81 C -1.19659 5.00741 2.68251
82 N -2.11890 4.12125 1.99220
83 C -2.26606 2.92724 2.61390
84 S -3.19883 1.67697 2.05753
85 H -0.71940 1.70824 5.20762
86 H -2.24168 1.14913 4.47094
87 H -2.26897 2.44890 5.68017
88 H 0.07661 4.18258 4.27449
89 H -1.49138 4.77486 4.84452
90 H -0.26166 5.12742 2.13160
91 H -1.63646 5.99514 2.82444
92 H -2.31662 4.19882 1.00920

Atomic partial charges in e from the Mulliken method, atoms 1 to 5:
1. Cd 0.6054
2. F -0.2839
3. C 0.0322
4. C 0.5006
5. C -0.4600

=====

Below is an isolated molecule of C2H3OP at a distorted geometry, with properties calculated with wB97M-V/def2-TZVPD.

Summary:
Max |F|, eV/A: 3.54
Energy relative to the best compared isomer or geometry (same formula, charge and spin), kcal per mole: 24.7
Spin multiplicity: 1
Molar mass, g mol⁻¹: 74.02
HOMO-LUMO gap, eV: 9.4219
Total charge: 0

CARTESIAN COORDINATES (ANGSTROEM)
1 C -0.63530 0.32136 0.48831
2 C 0.46986 -0.45223 -0.09899
3 O 0.62137 0.34017 -1.20442
4 P -0.55019 1.48186 -0.75296
5 H -1.26521 0.15921 1.43358
6 H 1.31955 -0.51201 0.49699
7 H 0.03992 -1.33834 -0.36252

Atomic partial charges in e from the natural (NBO) method, atoms 1 to 5:
1. C -0.6667
2. C -0.1169
3. O -0.7520
4. P 0.9080
5. H 0.2343

=====

Calculated highest occupied orbital energy, -9.031 -8.956 eV (same order as the records).